No. 1
30
Properties=species:S:1:pos:R:3 method="wB97M-V/def2-TZVPD" total_charge=0 total_energy_ev=-18777.097 smiles=CO.CO.O.O.O.O.O.O homo_lumo_gap_ev=10.438 e_above_lowest_ev=1.9664 largest_force_ha_per_bohr=0.0350
C -1.579 -3.739 -2.557
O -2.598 -2.684 -2.325
H -1.297 -3.957 -1.527
H -2.005 -4.623 -3.033
H -0.791 -3.439 -3.247
H -2.116 -1.855 -2.274
C 1.892 -0.115 -3.889
O 1.191 0.062 -2.627
H 2.932 0.194 -3.786
H 1.880 -1.179 -4.126
H 1.326 0.473 -4.612
H 1.654 -0.296 -1.866
O 1.915 3.870 1.042
H 2.012 4.256 1.913
H 1.120 3.341 1.102
O -0.425 1.422 0.930
H -0.901 1.170 0.139
H -0.737 0.815 1.601
O -2.553 1.383 -2.803
H -1.750 1.841 -2.555
H -3.258 1.973 -2.536
O -2.049 -1.320 2.414
H -2.056 -1.499 3.354
H -2.628 -1.983 2.039
O 2.481 -0.558 4.034
H 2.798 -0.259 3.182
H 3.188 -0.342 4.643
O 0.646 2.713 5.758
H 0.938 2.265 6.551
H 0.769 2.071 5.059


No. 2
105
Properties=species:S:1:pos:R:3 method="wB97M-V/def2-TZVPD" total_charge=-1 total_energy_ev=-180410.433 homo_lumo_gap_ev=1.208 largest_force_ha_per_bohr=0.1893
C 8.221 2.095 1.967
C 6.911 1.548 1.146
C 6.566 2.366 -0.235
O 7.594 2.906 -0.930
O 5.195 2.531 -0.809
C 5.070 1.821 -2.092
C 3.866 0.662 -2.091
C 4.073 -0.329 -0.801
C 4.527 -1.890 -1.018
O 4.427 -2.401 0.389
C 3.660 -1.513 1.325
C 2.787 -0.634 0.202
C 2.276 0.869 0.611
C 1.548 0.978 2.079
C 2.152 2.303 2.898
Br 1.096 3.961 2.399
C 1.461 -1.407 -0.462
C 0.745 -2.356 0.712
C 1.220 -3.905 1.043
C 0.511 -4.809 2.259
C -0.692 -4.163 3.178
C -1.185 -2.626 2.842
C -0.479 -1.746 1.641
H 8.924 2.810 1.364
H 8.835 1.125 2.295
H 7.833 2.566 2.992
H 5.926 1.469 1.807
H 7.154 0.428 0.821
H 6.090 1.413 -2.526
H 4.695 2.632 -2.884
H 4.035 0.033 -3.069
H 2.791 1.141 -2.153
H 4.871 0.059 -0.037
H 5.698 -2.022 -1.206
H 3.932 -2.529 -1.833
H 3.076 -2.014 2.207
H 4.396 -0.786 1.917
H 3.178 1.618 0.573
H 1.482 1.284 -0.179
H 1.718 0.022 2.732
H 0.410 1.205 1.896
H 3.298 2.465 2.710
H 1.982 2.099 4.042
H 1.742 -2.088 -1.374
H 0.645 -0.624 -0.821
H 2.088 -4.439 0.467
H 0.870 -5.917 2.519
H -1.230 -4.721 4.076
H -2.034 -2.077 3.472
H -0.799 -0.625 1.396
O -2.542 0.693 -0.004
P -2.612 1.254 -1.446
O -3.728 2.414 -1.066
C -3.230 3.610 -0.483
C -2.426 4.427 -1.478
O -3.624 0.030 -1.951
C -3.685 -1.215 -1.258
C -4.775 -1.185 -0.194
O -2.692 1.880 -3.057
C -3.728 1.549 -3.978
C -5.141 1.909 -3.538
H -2.628 3.370 0.398
H -4.093 4.193 -0.149
H -1.509 3.903 -1.765
H -2.142 5.393 -1.047
H -2.999 4.604 -2.393
H -2.710 -1.481 -0.841
H -3.929 -1.990 -1.995
H -4.718 -0.299 0.448
H -4.717 -2.076 0.441
H -5.763 -1.159 -0.664
H -3.653 0.494 -4.257
H -3.512 2.114 -4.892
H -5.457 1.367 -2.645
H -5.859 1.669 -4.329
H -5.218 2.974 -3.307
C 2.916 -3.251 -4.311
O 2.031 -2.617 -3.557
H 3.386 -2.678 -5.128
H 3.808 -3.660 -3.808
H 2.566 -4.141 -4.861
O -6.315 -3.517 -1.669
V -7.559 -2.722 -2.622
O -8.802 -1.926 -3.575
C -9.533 3.451 -2.157
C -8.288 2.785 -2.634
O -8.060 1.782 -1.670
C -9.297 1.452 -1.203
O -9.540 0.442 -0.564
O -10.234 2.388 -1.545
F -7.243 3.642 -2.612
H -9.337 4.232 -1.414
H -10.113 3.884 -2.976
H -8.375 2.329 -3.626
B 2.466 -4.385 5.489
F 2.492 -5.690 4.848
F 3.011 -4.494 6.832
F 3.265 -3.449 4.715
F 1.094 -3.908 5.560
Cs 5.766 -3.864 -3.344
C 2.742 -0.680 6.741
O 1.939 -1.283 5.877
H 2.335 -0.461 7.742
H 3.677 -1.201 7.010
H 3.135 0.311 6.458